No. 1
Density functional theory data (ωB97M-V with the def2-TZVPD basis set) for 2 unconnected molecules or ions with the total composition C4H6N2O.

Summary:
LUMO energy = 0.870 eV
E_HOMO = -0.3380 Ha
SMILES = C=C1CO1.N=C=N
Energy relative to the best compared isomer or geometry (same formula, charge and spin) = 94.90 kcal/mol

Geometry as ORCA input:
```
! RIJCOSX wB97M-V def2-TZVPD def2/J DEFGRID3
* xyz 0 1
O 1.2966 0.6140 0.6945
N -2.1286 0.1526 -0.6548
N -1.1262 2.2002 0.0300
C 1.0077 -0.5791 1.5405
C -1.5117 1.1935 -0.4878
C 0.8699 -0.4925 0.1044
C 0.6548 -1.0278 -1.0592
H 0.2362 -0.5699 2.2654
H -0.1563 2.2222 0.4885
H 0.1006 -1.9331 -1.1135
H 1.9036 -1.0943 1.7532
H 0.9261 -0.5267 -1.9488
H -2.0728 -0.1589 -1.6124
*
```

=====

No. 2
Density functional theory data (ωB97M-V with the def2-TZVPD basis set) for a molecular structure, C36H53AsBN9S2W.

Summary:
LUMO energy (spin up / spin down) = -5.478 / -6.191 eV
E_HOMO (spin up / spin down) = -0.4813 / -0.4849 Ha
<S²> = 2.02

Geometry as ORCA input:
```
! RIJCOSX wB97M-V def2-TZVPD def2/J DEFGRID3
* xyz 2 3
W 0.4695 0.2578 0.0717
As 0.6248 -1.6437 -1.7800
S -0.1350 0.8254 2.5870
S -0.7534 -1.7237 0.9042
N -1.6075 2.2351 -0.8718
N 0.5762 3.3048 -0.2606
N -2.2635 2.4229 2.4044
N 1.2085 2.4144 0.5696
N 1.4896 1.2240 -1.7028
N 0.4762 1.9198 -2.3151
N -1.7137 0.9156 -0.5290
N 1.7686 -1.3021 1.1910
N -2.3103 0.8475 4.0629
C -1.7074 1.3926 3.0172
C 3.3493 1.3228 2.4935
C 2.8691 2.7559 2.5494
C 1.9426 3.1634 1.4273
C -3.8762 -0.4799 0.1985
C 1.6203 -1.6101 -3.4397
C -3.6577 -1.8226 -0.4890
C 3.9327 0.7997 -2.1971
C 1.7670 4.5157 1.1250
C 3.3198 -2.6091 2.4412
C 0.9892 -3.1444 2.5196
C -3.9365 -0.6330 1.7261
C 2.2777 -3.3983 2.9341
C -3.5615 1.3579 4.6473
C 0.9034 4.5567 0.0625
C -3.0342 0.7286 -0.2195
C -1.4093 -3.6563 -4.3569
C -3.7090 2.8347 4.3224
C 2.5156 1.1701 -2.5678
C 4.7740 0.3580 -3.3965
C -2.7806 2.8554 -0.7914
C -2.0201 -5.9151 -3.8010
C -3.7133 1.9391 -0.3769
C 4.0377 -0.1766 -1.0425
C -3.5153 3.0576 2.8332
C 1.2278 -3.3849 -1.2146
C 2.1224 1.7711 -3.7735
C -1.7515 -4.2716 -2.0625
C -1.1251 -1.8851 -2.6174
C 0.8487 2.2315 -3.5669
C -2.0492 -5.5684 -2.4536
C 0.7752 -2.1004 1.6265
C 2.2698 3.0836 3.9248
C 3.0282 -1.5756 1.5907
C -1.4297 -3.2996 -3.0122
C -1.7019 -4.9566 -4.7505
B -0.3376 2.8918 -1.4237
H -1.7278 2.8399 1.6603
H -1.7689 -4.0109 -1.0090
H 3.0395 2.9726 4.6912
H 2.2452 5.3475 1.6222
H 3.7347 3.4079 2.4245
H -4.1427 0.3295 2.1995
H -4.7744 2.0917 -0.2444
H -1.6899 -5.2159 -5.8019
H -3.0040 -1.0290 2.1309
H 1.1122 -4.0426 -2.0692
H -4.6995 3.1765 4.6154
H 2.6736 -1.8002 -3.2761
H -0.6510 3.8660 -2.0494
H -4.4024 0.7876 4.2512
H 1.9030 4.1112 3.9638
H 0.1907 2.7976 -4.2120
H 5.8334 0.4313 -3.1465
H 1.4864 -0.6881 -3.9871
H 4.5702 -0.6790 -3.6699
H 3.8785 1.1188 1.5586
H -4.4536 -2.5007 -0.1710
H 1.4461 2.4118 4.1655
H -3.5232 1.1947 5.7212
H 4.0323 1.1185 3.3210
H 4.6076 0.9796 -4.2761
H 3.7827 -1.1935 -1.3413
H -1.8632 -1.4773 -1.9422
H 0.5022 5.3904 -0.4958
H 0.1454 -3.7341 2.8573
H 4.3507 1.7444 -1.8373
H -1.1812 -2.9072 -5.1096
H -2.9732 3.4134 4.8831
H 5.0611 -0.1943 -0.6579
H 3.8125 -0.9393 1.2197
H 2.5100 0.6433 2.5933
H -2.8728 3.8995 -1.0603
H -4.8721 -0.1685 -0.1111
H 1.1940 -2.4371 -4.0024
H 2.7146 1.8932 -4.6655
H -1.8321 0.0747 4.4968
H -3.7265 -1.7387 -1.5749
H 2.4827 -4.2061 3.6280
H -2.7168 -2.2950 -0.2248
H -4.7447 -1.3186 1.9945
H 2.2785 -3.3113 -0.9427
H 3.3796 0.1267 -0.2368
H -3.4452 4.1184 2.6068
H -1.0850 -1.2424 -3.4942
H -2.2458 -6.9287 -4.1076
H -2.3102 -6.3096 -1.7082
H -4.3506 2.6494 2.2636
H 4.3497 -2.7913 2.7204
H 0.6553 -3.7731 -0.3812
*
```

=====

No. 3
Density functional theory data (ωB97M-V with the def2-TZVPD basis set) for a single C2H5N5O molecule.

Summary:
LUMO energy = 0.531 eV
E_HOMO = -0.3544 Ha
SMILES = [H]/N=c1\[nH][nH]c(=O)n1N
Energy relative to the best compared isomer or geometry (same formula, charge and spin) = 50.74 kcal/mol

Geometry as ORCA input:
```
! RIJCOSX wB97M-V def2-TZVPD def2/J DEFGRID3
* xyz 0 1
O 2.5606 0.4036 0.0446
N 1.1407 -1.3386 -0.0694
N -1.9840 0.0729 0.0040
N -0.2266 -1.5191 0.0551
N 0.0892 2.0610 0.0250
N 0.2140 0.6839 -0.3723
C -0.7737 -0.2414 -0.0894
C 1.3614 0.0928 -0.0650
H -0.4931 -1.9125 -0.9236
H -2.5718 -0.7807 0.5878
H -0.4536 2.0541 0.9233
H 1.7814 -1.8193 0.4668
H -0.6445 2.2431 -0.5870
*
```

=====

No. 4
Density functional theory data (ωB97M-V with the def2-TZVPD basis set) for 2 unconnected molecules or ions with the total composition C2H4N3OS.

Summary:
LUMO energy = 3.509 eV
E_HOMO = -0.1266 Ha
Energy relative to the best compared isomer or geometry (same formula, charge and spin) = 12.57 kcal/mol

Geometry as ORCA input:
```
! RIJCOSX wB97M-V def2-TZVPD def2/J DEFGRID3
* xyz -1 1
S 3.3763 0.1631 0.1649
O 0.7979 1.8110 -0.1220
N -0.3437 1.0849 -0.0625
N -3.5339 0.2616 -0.0898
N -2.6023 -0.3874 0.0645
C -0.2656 -0.1694 0.1546
C -1.4704 -0.9424 0.2195
H 0.6739 -0.7126 0.2968
H 3.1847 -0.3442 -1.0487
H -1.4395 -2.0035 0.4103
H 1.6225 1.2389 0.0122
*
```

=====

No. 5
Density functional theory data (ωB97M-V with the def2-TZVPD basis set) for a single C2HClNO2P molecule.

Summary:
LUMO energy (spin up / spin down) = -1.547 / -1.547 eV
E_HOMO (spin up / spin down) = -0.3087 / -0.3086 Ha
Energy relative to the best compared isomer or geometry (same formula, charge and spin) = 86.18 kcal/mol

Geometry as ORCA input:
```
! RIJCOSX wB97M-V def2-TZVPD def2/J DEFGRID3
* xyz 0 1
Cl -1.1797 -2.0516 -0.5913
P 0.1208 -0.6157 0.0492
O 1.5380 -0.9058 -0.0157
O 0.1566 -0.9203 2.1735
N 3.6463 -1.7117 2.1952
C 1.2411 -1.3104 2.3234
C 2.5284 -1.5369 2.1221
H -0.3540 0.3639 -0.9394
*
```

=====

No. 6
Density functional theory data (ωB97M-V with the def2-TZVPD basis set) for a molecular structure, C22H44BrN3O6S.

Summary:
LUMO energy (spin up / spin down) = 0.567 / 0.250 eV
E_HOMO (spin up / spin down) = -0.3041 / -0.3403 Ha
<S²> = 2.01

Geometry as ORCA input:
```
! RIJCOSX wB97M-V def2-TZVPD def2/J DEFGRID3
* xyz 0 3
Br -1.7135 2.5519 -3.2525
S -1.7402 5.5419 -6.1707
O -1.5185 4.0721 -5.5954
O -2.8779 6.0096 -5.1183
O -0.6326 6.3547 -5.9329
O -2.2720 5.4060 -7.4480
O 0.9926 0.7689 -1.7681
O 0.8665 -2.5942 2.9215
N 1.5481 -0.2655 -2.3001
N -1.3290 6.5746 -2.4472
N 0.2224 -2.3622 4.0146
C 3.7424 -0.1877 -1.1532
C -0.3481 -1.4084 -1.2050
C 3.2394 1.3639 -3.0503
C 3.0124 -0.0310 -2.4841
C -0.5141 -0.3139 2.8542
C -3.5353 5.4392 -2.7760
C 3.4520 -1.5278 -0.4789
C -0.9423 -1.4606 3.7580
C 1.1238 -1.5083 -1.5859
C -1.4376 -0.7876 5.0522
C -2.4760 -3.4783 3.9248
C -0.0342 -3.6446 4.7401
C -2.0827 -2.2439 3.1147
C 3.6169 -0.9923 -3.5250
C -2.6080 6.2225 -1.8281
C 1.1760 -4.5606 4.6076
C -1.2639 -4.3739 4.1899
C -1.6823 4.2208 -4.1589
C 1.9473 -1.7490 -0.3168
C -0.1890 -3.3862 6.2507
C 1.2151 -2.7253 -2.5263
C -2.9437 5.0014 -4.0880
H 2.7895 1.4600 -4.0398
H 2.8338 2.1449 -2.4118
H -1.4705 7.2960 -3.1466
H 0.2448 0.3018 3.3399
H -2.0444 -1.4320 5.6825
H -1.7871 -2.5549 2.1073
H -3.9567 4.5614 -2.3180
H 3.9212 -1.5449 0.5060
H -4.3630 6.0834 -3.0335
H 1.7648 -2.7652 0.0352
H 1.3056 -4.9235 3.5908
H -0.5994 -0.4162 5.6424
H 4.3103 1.5386 -3.1458
H 2.0918 -4.0510 4.9082
H -0.8159 4.7448 -3.8070
H -3.2264 -4.0466 3.3727
H -0.9931 -4.8692 3.2523
H 3.9020 -2.3503 -1.0415
H -1.5405 -5.1665 4.8871
H -2.9444 -1.5846 2.9944
H -2.4576 5.6674 -0.9160
H -2.9500 -3.1887 4.8662
H 0.6384 -2.7795 6.6199
H -2.0672 0.0648 4.7990
H 1.5915 -1.0863 0.4758
H -0.1731 -4.3316 6.7920
H -3.1365 7.1216 -1.5258
H -1.3781 0.3154 2.6434
H 2.2323 -3.0408 -2.7429
H -3.6830 4.3007 -4.4804
H 0.7133 -2.5158 -3.4718
H 3.4475 0.6227 -0.4791
H 4.5844 -0.6114 -3.8507
H 2.9769 -1.0651 -4.4048
H -0.1195 -0.6576 1.9029
H -1.1196 -2.8949 6.5223
H -0.5222 -0.6625 -0.4333
H 4.8155 -0.0763 -1.3209
H 0.7196 -3.5826 -2.0714
H -0.7436 6.9965 -1.7365
H 3.8004 -1.9946 -3.1479
H 1.0393 -5.4277 5.2523
H -0.9636 -1.1564 -2.0702
H -0.6816 -2.3696 -0.8155
*
```

=====

No. 7
Density functional theory data (ωB97M-V with the def2-TZVPD basis set) for a single C2H5N3O2 molecule.

Summary:
LUMO energy = 0.518 eV
E_HOMO = -0.3720 Ha
SMILES = [H]/N=C(\N)ONC=O
Energy relative to the best compared isomer or geometry (same formula, charge and spin) = 70.60 kcal/mol

Geometry as ORCA input:
```
! RIJCOSX wB97M-V def2-TZVPD def2/J DEFGRID3
* xyz 0 1
O 0.3951 -0.9227 -0.1912
O -2.7197 0.4172 0.2470
N 2.5130 -0.2686 0.2354
N -0.8883 -0.5755 -0.6260
N 0.7646 1.3358 -0.2218
C -1.6876 -0.2190 0.4074
C 1.1895 0.1691 -0.0293
H -0.8549 0.0858 -1.3910
H -1.3709 -0.6033 1.4204
H 2.5159 -1.0591 0.9476
H 3.0940 0.5061 0.5932
H 1.4762 1.9719 0.0020
*
```

=====

No. 8
Density functional theory data (ωB97M-V with the def2-TZVPD basis set) for 7 unconnected molecules or ions with the total composition H14O7.

Summary:
LUMO energy = 0.054 eV
E_HOMO = -0.3704 Ha
SMILES = O.O.O.O.O.O.O
Energy relative to the best compared isomer or geometry (same formula, charge and spin) = 39.70 kcal/mol

Geometry as ORCA input:
```
! RIJCOSX wB97M-V def2-TZVPD def2/J DEFGRID3
* xyz 0 1
O 0.5462 -0.4234 1.7128
O -0.5608 -3.2034 0.0478
O 1.1152 -1.0184 -2.2212
O -0.6498 2.8756 0.4408
O -2.5248 -1.3614 0.8228
O -0.6128 0.3616 -0.5422
O 2.0682 3.0576 0.4528
H -0.0948 -0.1214 -1.2022
H -0.1588 0.1436 0.2388
H -0.6868 2.3176 -0.3582
H 1.1662 2.7786 0.5788
H 1.6602 -0.7434 -2.9122
H -1.5498 2.8906 0.8188
H 1.9812 3.7436 -0.2472
H 0.8692 -1.8654 -2.4992
H 1.4872 -0.3644 1.5708
H -0.3538 -4.0554 0.4288
H -2.3818 -0.5264 0.2758
H 0.2862 -2.8904 -0.1292
H -1.8908 -1.9654 0.5278
H 0.2852 0.3706 2.1958
*
```

=====

No. 9
Density functional theory data (ωB97M-V with the def2-TZVPD basis set) for 7 unconnected molecules or ions with the total composition C23H61O24P5S2.

Summary:
LUMO energy (spin up / spin down) = -3.628 / -9.862 eV
E_HOMO (spin up / spin down) = -0.4085 / -0.4085 Ha
<S²> = 0.76

Geometry as ORCA input:
```
! RIJCOSX wB97M-V def2-TZVPD def2/J DEFGRID3
* xyz 1 2
S -8.6400 -1.6677 -9.7060
S -11.5098 -15.2212 -13.0640
P -0.3742 -8.9350 -16.5515
P -4.0095 -2.9887 -12.8211
P -9.3951 -9.3094 -6.3976
P -6.6995 -15.2859 -11.5097
P -6.6824 -8.8884 -12.6413
O -7.2156 -1.3575 -9.4214
O -1.2320 -8.6853 -17.8577
O -8.2709 -8.3561 -7.1622
O 0.9651 -9.6594 -16.8235
O -1.5747 -9.7589 -15.7650
O -6.9050 -8.2880 -11.1621
O -4.8841 -4.0136 -12.2485
O -6.7752 -7.5793 -13.5636
O -9.8389 -8.8623 -5.0524
O -11.0554 -15.3636 -11.7171
O -7.6314 -16.5781 -11.8006
O -5.4718 -9.6192 -12.7836
O -8.0577 -9.6643 -13.0871
O -5.2620 -15.7646 -11.8385
O -2.4758 -3.4253 -12.7450
O -10.5693 -9.2135 -7.4934
O -12.8281 -14.8356 -13.4330
O -7.1300 -14.0037 -12.1568
O -8.8531 -10.8694 -6.4415
O -9.6761 -1.7222 -8.6433
O -4.2052 -2.5875 -14.3554
O -3.9395 -1.6404 -11.9674
O -0.2276 -7.5156 -15.7770
O -6.7131 -15.3395 -9.8890
C -4.9800 -0.6682 -11.8501
C -3.4407 -1.5943 -14.9645
C -2.0765 -4.7355 -13.1366
C -10.2950 -15.9613 -15.4161
C -7.8737 -14.9584 -9.2245
C -8.2050 -10.9678 -12.8525
C -2.4051 -7.8698 -17.9305
C -2.6394 -9.1278 -15.1258
C 0.5779 -7.3016 -14.7070
C -9.3338 -0.4333 -10.9283
C -7.4244 -17.8909 -11.3045
C -10.3661 -1.2235 -11.7518
C -4.1683 -14.8027 -11.9511
C -11.0068 -16.5355 -14.1855
C -5.6852 -6.6562 -13.5784
C -9.9473 -2.6773 -11.9643
C -7.6890 -11.1649 -5.6586
C -8.9531 -3.0956 -10.9336
C -11.6866 -10.0180 -7.3304
C -9.5594 -14.6679 -14.9087
C -7.0965 -7.8781 -6.4747
C -8.1594 -7.6882 -10.8116
C -10.5191 -13.9503 -13.9734
H -4.7522 -0.0069 -11.0141
H -4.7006 -6.9994 -13.2609
H -3.5455 -1.4422 -16.0387
H -6.8155 -18.4473 -12.0171
H -9.7219 -3.0483 -12.9642
H -2.3856 -8.1753 -14.6604
H -9.1104 -10.9851 -12.2458
H 0.7813 -8.2816 -14.2754
H -2.7064 -5.0169 -13.9805
H -3.0400 -8.6173 -18.4062
H -8.5622 -8.3587 -10.0525
H -8.5825 -0.0848 -11.6370
H -9.5010 -16.6252 -15.7581
H -7.3647 -7.3580 -5.5552
H -2.8032 -7.4317 -17.0153
H -8.3980 -18.3642 -11.1768
H -2.8460 -9.8752 -14.3597
H -10.0642 -13.1493 -13.3907
H -11.2157 -13.3713 -14.5797
H -4.9656 -0.1890 -12.8290
H -8.2671 -11.6147 -13.7275
H -2.3950 -7.0790 -18.6807
H 1.5541 -6.8402 -14.8558
H -4.4785 -13.8797 -11.4613
H -8.9720 -7.4948 -11.5118
H -2.4072 -1.8364 -14.7168
H -5.6221 -6.2178 -14.5744
H -3.9178 -0.6844 -14.6006
H -8.6363 -15.0781 -14.4992
H -6.9705 -17.9651 -10.3163
H -5.9719 -5.9538 -12.7957
H -7.5179 -10.4303 -4.8716
H -12.5582 -9.4461 -7.6487
H -8.0621 -6.7168 -10.3269
H -6.4650 -7.2997 -7.1491
H -10.1929 -16.9671 -13.6030
H -9.1623 -4.0057 -10.3716
H -5.9281 -1.1650 -11.6442
H -11.5370 -11.0020 -7.7748
H -8.7649 -15.4531 -9.6106
H -11.9138 -17.1187 -14.3447
H -11.0281 -15.6924 -16.1765
H 0.0090 -6.6317 -14.0623
H -3.5747 -9.0378 -15.6783
H -9.2732 -13.9888 -15.7118
H -7.9386 -3.2165 -11.3134
H -3.2178 -15.2069 -11.6029
H -2.3412 -5.4782 -12.3840
H -4.0707 -14.6891 -13.0308
H -11.2842 -1.3651 -11.1817
H -7.8993 -15.0022 -8.1357
H -7.9643 -13.8870 -9.4037
H -7.4663 -11.4031 -12.1795
H -0.9945 -4.6494 -13.2363
H -6.8927 -11.2029 -6.4020
H -10.8518 -3.2757 -11.8556
H -11.7845 -10.2240 -6.2645
H -10.4953 -0.7087 -12.7039
H -9.6029 0.4369 -10.3296
H -6.3665 -8.6047 -6.1180
H -7.9145 -12.1253 -5.1951
*
```

=====

No. 10
Density functional theory data (ωB97M-V with the def2-TZVPD basis set) for 2 unconnected molecules or ions with the total composition C4H10N.

Summary:
LUMO energy (spin up / spin down) = -4.943 / -4.120 eV
E_HOMO (spin up / spin down) = -0.4800 / -0.4953 Ha
Energy relative to the best compared isomer or geometry (same formula, charge and spin) = 129.70 kcal/mol

Geometry as ORCA input:
```
! RIJCOSX wB97M-V def2-TZVPD def2/J DEFGRID3
* xyz 1 1
N 0.5582 -0.1239 -1.5009
C 0.9301 -1.0272 0.7804
C 0.2373 -0.0156 -0.1151
C -2.3388 0.4735 0.3754
C 1.3097 0.4411 0.8596
H 1.4207 -0.6903 -1.4516
H 0.7163 0.7927 -1.8688
H -2.6363 -0.5431 0.5178
H 0.4021 -1.4310 1.6218
H 1.1054 0.7991 1.9078
H -2.6039 1.0698 -0.5091
H 1.6632 -1.6219 0.2667
H -0.1700 -0.7816 -1.9145
H 2.2481 0.7827 0.3408
H -1.9228 1.0699 1.1634
*
```

=====

Largest force on an atom readings, ordered: 3.7, 1.1, 8.2, 2.7, 3.7, 2.4, 2.8, 3.8, 6.1, 4.7 eV/A